No. 1
Entry from the OMol25 dataset: a molecular structure, C24H21Cl3MgN3OSb (wB97M-V/def2-TZVPD).

Each line ends with the natural charge from an NBO analysis.
Element x y z (Å)
1 Mg -0.50834 0.49613 -0.48841  1.68
2 C -2.30487 -0.78717 1.91200  -0.68
3 C -1.21753 0.10322 2.42498  0.21
4 C -1.04445 0.32166 3.80004  -0.23
5 C -0.01731 1.16106 4.23494  -0.21
6 C 0.82338 1.77202 3.30314  -0.26
7 C 0.62491 1.53406 1.94046  -0.13
8 N -0.38346 0.71133 1.53833  -0.65
9 Sb 1.92509 2.48777 0.51216  1.02
10 C 0.38425 3.24362 -0.77170  -0.08
11 C 0.40320 4.57538 -1.19349  -0.26
12 C -0.61559 5.04078 -2.02959  -0.14
13 C -1.63749 4.17680 -2.43165  -0.24
14 C -1.62349 2.84677 -1.98793  0.24
15 C -2.69387 1.87952 -2.38515  -0.68
16 N -0.61831 2.42231 -1.17681  -0.67
17 C 2.37674 0.74526 -0.65146  -0.13
18 C 3.69687 0.44709 -0.99842  -0.27
19 C 3.96163 -0.69410 -1.76053  -0.20
20 C 2.91080 -1.52176 -2.16474  -0.23
21 C 1.59872 -1.19080 -1.79799  0.21
22 C 0.43631 -2.04245 -2.20175  -0.70
23 N 1.37248 -0.07340 -1.05753  -0.64
24 H -2.90765 -1.21466 2.74138  0.23
25 H -1.85681 -1.62117 1.33216  0.25
26 H -2.97729 -0.20426 1.24832  0.20
27 H -1.69548 -0.15016 4.52522  0.22
28 H 0.12653 1.33868 5.29276  0.22
29 H 1.62036 2.42443 3.63630  0.22
30 H 1.19624 5.24061 -0.87881  0.23
31 H -0.61394 6.06989 -2.36461  0.22
32 H -2.42646 4.53972 -3.07817  0.23
33 H -3.45034 2.35534 -3.04471  0.24
34 H -3.20433 1.50011 -1.47494  0.23
35 H -2.23713 1.02417 -2.92594  0.23
36 H 4.50679 1.09166 -0.68326  0.22
37 H 4.97911 -0.93723 -2.03729  0.22
38 H 3.11794 -2.40608 -2.75450  0.22
39 H 0.76093 -2.92032 -2.79976  0.23
40 H -0.27023 -1.43903 -2.80934  0.20
41 H -0.08804 -2.40580 -1.29295  0.25
42 Cl -1.12290 -6.20032 1.16119  0.00
43 C -0.59857 -4.56643 1.01258  -0.03
44 C -1.32523 -3.67472 0.24465  -0.32
45 C -0.88918 -2.34691 0.13062  -0.45
46 Cl -1.87260 -1.30280 -0.85845  -0.11
47 C 0.27682 -1.84115 0.76526  0.05
48 O 0.65112 -0.62214 0.64292  -0.70
49 C 0.97289 -2.81410 1.53751  -0.02
50 Cl 2.43612 -2.41553 2.40678  -0.01
51 C 0.54959 -4.14709 1.66178  -0.37
52 H -2.22620 -3.99338 -0.26800  0.23
53 H 1.12404 -4.84146 2.26560  0.24
54 H -0.40578 -1.17500 0.09681  0.47

E in eV: -81282.9365
Gap between HOMO and LUMO (alpha / beta) in eV: 3.46 / 2.77
Lowest unoccupied orbital energy (alpha / beta) in Ha: -0.01799 / -0.01749

No. 2
Entry from the OMol25 dataset: a molecular structure, C3H3NO (wB97M-V/def2-TZVPD).

Each line ends with the natural charge from an NBO analysis.
Element x y z (Å)
1 C -1.54854 -0.51578 0.07753  0.23
2 C -2.89759 -0.33671 0.27419  0.48
3 C -0.24185 -0.06916 -0.43888  -0.71
4 N -2.19048 -1.38345 0.89934  -0.24
5 O -4.08562 0.65669 -0.69488  -0.59
6 H 0.22086 -1.07035 -0.82383  0.27
7 H 0.30525 0.52731 0.45103  0.29
8 H -0.44726 0.71445 -1.22708  0.27

E in eV: -6689.3774
Gap between HOMO and LUMO in eV: 8.81
Energy relative to the best compared isomer or geometry (same formula, charge and spin) in kcal per mole: 164.1
Lowest unoccupied orbital energy in Ha: -0.02546

No. 3
Entry from the OMol25 dataset: a gas-phase ion, C2H6NO2 (charge +1) (wB97M-V/def2-TZVPD).

Each line ends with the natural charge from an NBO analysis.
Element x y z (Å)
1 N 0.05257 0.14475 -1.40942  -0.67
2 C -0.55320 0.34468 -0.05883  -0.34
3 C 0.35438 -0.30142 0.97659  0.77
4 O 1.09785 -1.16564 0.65496  -0.57
5 O 0.11555 0.16987 2.18472  -0.63
6 H -0.74154 0.15929 -2.05553  0.45
7 H 0.38332 -0.83207 -1.45834  0.47
8 H 0.77080 0.75289 -1.76597  0.46
9 H -0.77054 1.38254 0.15999  0.27
10 H -1.42041 -0.31745 -0.00871  0.26
11 H 0.71123 -0.33744 2.78055  0.52

SMILES string: [NH3+]CC(=O)O
Total charge: +1
E in eV: -7749.6914
Gap between HOMO and LUMO in eV: 11.85
Energy relative to the best compared isomer or geometry (same formula, charge and spin) in kcal per mole: 4.9
Lowest unoccupied orbital energy in Ha: -0.14888

No. 4
Entry from the OMol25 dataset: 9 unconnected molecules or ions with the total composition C28H79N5O9 (wB97M-V/def2-TZVPD).

Each line ends with the Mulliken charge.
Element x y z (Å)
1 C 6.85844 -3.39705 -0.81877  -1.51
2 C 5.37772 -3.16934 -1.08313  -0.68
3 O 5.02485 -3.37256 -2.47046  -0.26
4 H 7.08936 -2.92861 0.13796  0.46
5 H 7.39921 -2.72087 -1.48093  0.48
6 H 7.09179 -4.45881 -0.89821  0.35
7 H 5.07849 -2.16689 -0.77709  0.35
8 H 4.82982 -3.79068 -0.37472  0.22
9 H 5.46814 -2.73406 -3.03384  0.23
10 C -3.33180 2.04033 -4.01069  -0.96
11 C -3.93072 3.18219 -3.23076  -0.10
12 O -4.57282 2.52569 -2.20234  -0.55
13 H -2.43359 1.67475 -3.51301  0.22
14 H -3.09275 2.48661 -4.97598  0.43
15 H -3.98871 1.17052 -4.01122  0.24
16 H -4.66893 3.63745 -3.89098  0.38
17 H -3.16639 3.93078 -3.02222  0.05
18 H -3.85789 2.09363 -1.72927  0.39
19 C -0.38780 5.51889 0.67224  -0.94
20 C -1.25531 5.22734 -0.54166  -0.51
21 O -2.24239 4.21867 -0.28474  -0.13
22 H 0.54286 6.02201 0.40989  0.35
23 H -0.07200 4.58274 1.13271  0.08
24 H -1.00887 6.10057 1.35343  0.43
25 H -0.50110 4.91067 -1.26205  0.30
26 H -1.65405 6.21706 -0.76431  0.35
27 H -2.93419 4.61615 0.24914  0.18
28 C 3.12998 -0.28961 -4.53771  -0.99
29 C 2.47273 0.61295 -5.62402  -0.65
30 O 2.65120 0.07020 -6.87996  -0.37
31 H 3.00439 -1.33595 -4.81609  0.26
32 H 2.56119 -0.23779 -3.60933  -0.04
33 H 4.21453 -0.28820 -4.42889  0.72
34 H 2.94553 1.59211 -5.54779  0.38
35 H 1.38790 0.64194 -5.52201  0.16
36 H 3.48262 0.41227 -7.21659  0.31
37 C 3.38850 2.28743 2.71111  -1.13
38 C 4.15742 2.76582 1.46747  0.00
39 C 3.34054 3.75196 0.60298  -1.14
40 O 2.55713 3.22134 -0.51663  0.99
41 C 3.34922 2.76093 -1.60174  -2.12
42 N 5.39966 3.43031 1.91158  -0.68
43 H 2.43327 1.90825 2.34797  -0.01
44 H 3.18079 3.10137 3.40571  0.48
45 H 3.94984 1.49769 3.21039  0.41
46 H 4.50072 1.85984 0.96804  0.41
47 H 3.79847 4.69100 0.29218  0.38
48 H 2.66738 4.22738 1.31636  0.25
49 H 3.84203 1.80512 -1.42381  0.43
50 H 4.13950 3.43419 -1.93384  0.53
51 H 2.64477 2.69744 -2.43108  -0.09
52 H 5.93570 3.54835 1.06375  0.41
53 H 5.08854 4.32493 2.26223  0.31
54 C -5.58555 3.96427 5.35073  -1.34
55 C -6.59525 2.92455 4.77056  0.55
56 C -5.92167 1.85017 3.86961  -0.72
57 O -5.10137 2.39407 2.74953  -0.23
58 C -4.47019 1.46652 1.89816  -0.43
59 N -7.26762 2.28160 5.94325  -0.72
60 H -6.09106 4.73183 5.93674  0.38
61 H -4.97080 4.46544 4.60305  0.31
62 H -4.92321 3.53616 6.10316  0.31
63 H -7.41591 3.47277 4.30787  0.19
64 H -6.75422 1.26773 3.47499  0.34
65 H -5.37781 1.16061 4.51524  0.32
66 H -5.18696 0.79494 1.42558  0.32
67 H -3.68097 0.91327 2.40721  0.32
68 H -3.96143 1.99242 1.09027  -0.06
69 H -7.55371 2.79898 6.76214  0.24
70 H -6.65624 1.59664 6.36414  0.24
71 C -1.24727 -3.31535 -3.05807  -1.23
72 C -1.64197 -3.34242 -4.59953  0.39
73 C -2.94241 -4.11726 -4.88315  -0.96
74 O -3.16886 -4.19736 -6.29596  -0.30
75 C -4.46581 -4.48097 -6.74791  -0.70
76 N -1.72902 -1.93653 -4.90137  -0.48
77 H -0.50048 -2.57881 -2.76155  0.21
78 H -0.94042 -4.31800 -2.76032  0.41
79 H -2.20618 -3.09939 -2.58695  0.34
80 H -0.82686 -3.72403 -5.21441  0.40
81 H -3.71607 -3.52023 -4.40035  0.43
82 H -2.96976 -5.13946 -4.50570  0.35
83 H -4.64502 -5.55564 -6.71520  0.27
84 H -4.69020 -3.93917 -7.66672  0.25
85 H -5.08777 -4.09992 -5.93794  0.31
86 H -0.78930 -1.64021 -5.12324  0.15
87 H -2.39198 -1.81458 -5.65351  0.19
88 C -1.05639 0.91696 1.29536  -1.86
89 C -0.60194 1.13105 -0.16825  1.44
90 C 0.06912 -0.24570 -0.64097  -0.49
91 O 0.75117 -1.00289 0.37782  -0.37
92 C 2.16850 -0.86199 0.36366  -0.12
93 N -1.81936 1.45830 -0.91768  -0.51
94 H -1.45086 1.85714 1.68076  0.57
95 H -0.22584 0.75429 1.98226  0.46
96 H -1.71696 0.06434 1.45284  0.28
97 H 0.20868 1.85929 -0.19397  -0.27
98 H 0.71501 -0.05752 -1.49859  0.00
99 H -0.72830 -0.88648 -1.01731  0.30
100 H 2.61094 -1.01589 1.34787  0.31
101 H 2.29628 0.20198 0.16435  -0.09
102 H 2.61456 -1.38087 -0.48481  0.17
103 H -2.19518 2.25781 -0.42817  -0.04
104 H -1.57131 1.89462 -1.79414  0.20
105 C 1.38123 -6.08314 5.89630  -1.36
106 C 2.71242 -5.37871 5.39048  0.53
107 C 2.80081 -3.87894 5.37723  -0.99
108 O 1.74421 -3.25964 4.66050  -0.30
109 C 1.55386 -3.62564 3.25122  -0.61
110 N 3.81268 -5.89124 6.04111  -0.77
111 H 1.59515 -7.13280 6.09775  0.42
112 H 0.58471 -6.03138 5.15402  0.29
113 H 0.99993 -5.64471 6.81852  0.31
114 H 2.82477 -5.74381 4.36961  0.26
115 H 3.77462 -3.51985 5.04429  0.51
116 H 2.74696 -3.41409 6.36166  0.38
117 H 2.53158 -3.76282 2.78932  0.27
118 H 1.08806 -2.82970 2.67017  0.17
119 H 1.07975 -4.60702 3.23704  0.21
120 H 3.75611 -5.46495 6.95500  0.30
121 H 4.53348 -5.37711 5.55510  0.31

Multiplicity: 2
Total charge: -1
E in eV: -56186.5939
Gap between HOMO and LUMO (alpha / beta) in eV: 1.60 / 9.13
Energy relative to the best compared isomer or geometry (same formula, charge and spin) in kcal per mole: 35.6
Lowest unoccupied orbital energy (alpha / beta) in Ha: 0.07983 / 0.07763

No. 5
Entry from the OMol25 dataset: a molecular structure, C9H9BrFIrN2O4 (wB97M-V/def2-TZVPD).

Each line ends with the natural charge from an NBO analysis.
Element x y z (Å)
1 Ir -0.73573 0.19654 -0.47714  1.66
2 Br 2.76828 0.51045 -1.37570  0.21
3 C 1.86189 1.92965 -0.58424  0.16
4 C 2.55680 3.11137 -0.31969  -0.23
5 C 1.89750 4.17740 0.24953  -0.11
6 C 0.54387 4.05700 0.55936  -0.17
7 C -0.07090 2.86453 0.28684  0.06
8 N 0.57012 1.81337 -0.27728  -0.48
9 C -1.51770 2.66070 0.60500  0.74
10 O -2.24403 3.47943 1.05203  -0.45
11 O -1.95761 1.38120 0.32663  -0.68
12 H 3.60603 3.16615 -0.56849  0.26
13 H 2.42852 5.09679 0.45469  0.25
14 H -0.03176 4.85575 1.00465  0.27
15 N -2.19325 -1.26900 -0.67345  -0.75
16 C -1.66737 -2.65089 -0.51570  -0.23
17 C -0.95919 -2.78471 0.82165  -0.55
18 C 0.39154 -2.11378 0.91344  0.77
19 O 1.36170 -2.62763 1.36833  -0.47
20 O 0.52759 -0.80232 0.50782  -0.57
21 H -2.93409 -1.09237 0.00483  0.42
22 H -2.61537 -1.17595 -1.59676  0.42
23 H -0.99098 -2.83485 -1.34825  0.24
24 H -2.49423 -3.35728 -0.58390  0.23
25 H -0.78470 -3.83458 1.04476  0.28
26 H -1.58640 -2.38243 1.62496  0.24
27 F -0.10874 -0.58653 -2.10063  -0.55

Multiplicity: 2
Total charge: +1
E in eV: -96241.4726
Gap between HOMO and LUMO (alpha / beta) in eV: 7.93 / 7.34
Energy relative to the best compared isomer or geometry (same formula, charge and spin) in kcal per mole: 0.5
Lowest unoccupied orbital energy (alpha / beta) in Ha: -0.20293 / -0.22460

No. 6
Entry from the OMol25 dataset: 2 unconnected molecules or ions with the total composition C8H17N2 (wB97M-V/def2-TZVPD).

Each line ends with the natural charge from an NBO analysis.
Element x y z (Å)
1 C -1.24082 0.35072 -0.83606  0.07
2 C 0.96885 0.67138 -0.80025  0.53
3 C 2.03194 -2.78030 0.12386  -0.60
4 C 2.25496 2.80305 -0.08314  -0.44
5 C -3.56551 0.51393 -0.03278  -0.43
6 C -1.65664 0.75361 1.49390  -0.43
7 C 1.26120 -0.80222 -1.18227  -0.47
8 C 0.92010 -1.76001 -0.00733  -0.40
9 N 1.76100 1.57447 -0.49311  -0.37
10 N -2.09180 0.50756 0.10390  -0.33
11 H -1.56465 -0.18464 -1.74282  0.19
12 H 2.33853 -3.00435 -0.88960  0.21
13 H 1.48617 -3.64721 0.64084  0.23
14 H 2.90993 -2.43374 0.71140  0.22
15 H 2.91322 3.22131 -0.87052  0.26
16 H 2.82184 2.37890 0.73373  0.25
17 H 1.39569 3.45210 0.41701  0.22
18 H -3.81873 1.42735 0.54274  0.23
19 H -4.01398 0.47476 -1.08300  0.25
20 H -3.90667 -0.31643 0.53235  0.22
21 H -0.77302 1.33762 1.35436  0.23
22 H -2.40545 1.27802 2.20683  0.24
23 H -1.46541 -0.22533 1.93356  0.23
24 H 0.63439 -1.07368 -1.94343  0.22
25 H 2.23957 -0.94259 -1.60133  0.25
26 H 0.64309 -1.37696 0.98181  0.21
27 H -0.07777 -2.19734 -0.21064  0.20

Total charge: +1
E in eV: -11540.4835
Gap between HOMO and LUMO in eV: 9.10
Energy relative to the best compared isomer or geometry (same formula, charge and spin) in kcal per mole: 131.7
Lowest unoccupied orbital energy in Ha: -0.12675